1.
Entry from the OMol25 dataset: a 5-piece molecular cluster, C10H29INO7 overall at a distorted geometry (ωB97M-V with the def2-TZVPD basis set).

Its spin multiplicity is 1. Its total charge is -1.

CARTESIAN COORDINATES (ANGSTROEM)
I: 0.569 -1.366 0.457
C: -3.608 3.201 0.879
C: -2.979 3.770 -0.430
C: -3.418 5.211 -0.711
O: -4.838 5.283 -0.947
C: -5.264 6.600 -1.239
N: -1.531 3.807 -0.264
H: -3.310 3.780 1.753
H: -3.399 2.143 1.036
H: -4.697 3.243 0.908
H: -3.378 3.141 -1.226
H: -2.845 5.575 -1.564
H: -3.251 5.932 0.089
H: -5.138 7.212 -0.346
H: -6.332 6.516 -1.441
H: -4.764 7.122 -2.055
H: -1.150 2.891 -0.075
H: -1.050 4.068 -1.114
C: 1.585 -5.669 4.508
C: 2.823 -4.926 4.180
O: 2.872 -3.540 4.486
O: 0.817 -5.613 3.365
H: 1.121 -5.242 5.397
H: 1.659 -6.754 4.583
H: 3.419 -5.144 3.294
H: 3.462 -5.397 4.925
H: 2.450 -3.019 3.799
H: 0.322 -4.792 3.423
C: 6.432 -1.356 0.628
C: 6.198 0.077 0.318
O: 5.017 0.212 -0.510
O: 7.663 -1.510 1.404
H: 6.462 -1.979 -0.266
H: 5.497 -1.627 1.119
H: 7.056 0.379 -0.281
H: 6.069 0.713 1.194
H: 4.260 -0.235 -0.122
H: 7.707 -2.448 1.602
C: -1.682 -2.596 -4.547
C: -2.703 -1.536 -3.923
O: -4.032 -1.829 -4.204
O: -0.403 -2.127 -4.416
H: -1.899 -2.669 -5.612
H: -1.938 -3.575 -4.142
H: -2.452 -0.519 -4.226
H: -2.810 -1.666 -2.846
H: -4.431 -1.636 -3.352
H: -0.158 -2.107 -3.488

Formally, the natural (NBO) partial charges of the atoms, in units of the elementary charge, are as follows:
1. I -0.996
2. C -0.619
3. C -0.066
4. C -0.055
5. O -0.546
6. C -0.246
7. N -0.838
8. H 0.205
9. H 0.220
10. H 0.211
11. H 0.171
12. H 0.157
13. H 0.165
14. H 0.158
15. H 0.188
16. H 0.163
17. H 0.381
18. H 0.351
19. C -0.100
20. C -0.096
21. O -0.729
22. O -0.717
23. H 0.171
24. H 0.178
25. H 0.184
26. H 0.152
27. H 0.485
28. H 0.470
29. C -0.095
30. C -0.075
31. O -0.730
32. O -0.726
33. H 0.168
34. H 0.163
35. H 0.170
36. H 0.171
37. H 0.486
38. H 0.466
39. C -0.069
40. C -0.083
41. O -0.725
42. O -0.712
43. H 0.162
44. H 0.154
45. H 0.158
46. H 0.159
47. H 0.465
48. H 0.489

2.
Entry from the OMol25 dataset: a 4-piece molecular cluster, C15H31F2NO11S overall at a distorted geometry (ωB97M-V with the def2-TZVPD basis set).

Its spin multiplicity is 1. The structure (SMILES) is CCCN(C[C@H](C)F)S(=O)(=O)F.COC(=O)OC.COC(=O)OC.COC(=O)OC.

CARTESIAN COORDINATES (ANGSTROEM)
C: -1.195 1.683 -2.797
C: -1.844 0.320 -3.464
C: -0.779 -0.602 -4.303
N: -0.338 -1.871 -3.608
C: 0.423 -1.446 -2.372
C: 1.249 -2.643 -1.615
C: 1.953 -3.741 -2.608
F: 0.443 -3.349 -0.555
S: -1.662 -2.954 -3.258
O: -2.219 -2.794 -1.803
O: -1.374 -4.453 -3.584
F: -2.997 -2.513 -4.299
H: -0.241 1.396 -2.184
H: -2.001 2.081 -2.016
H: -1.034 2.509 -3.610
H: -2.716 0.704 -4.183
H: -2.396 -0.243 -2.585
H: 0.141 0.110 -4.571
H: -1.286 -0.839 -5.355
H: 1.217 -0.625 -2.711
H: -0.245 -0.923 -1.544
H: 2.137 -2.111 -1.020
H: 2.463 -4.551 -1.895
H: 2.825 -3.319 -3.275
H: 1.217 -4.340 -3.292
C: 4.298 3.705 -1.583
O: 3.612 2.525 -1.169
C: 3.085 2.594 0.079
O: 3.154 3.551 0.835
O: 2.467 1.415 0.341
C: 1.862 1.343 1.630
H: 4.678 3.538 -2.594
H: 3.614 4.560 -1.609
H: 5.148 3.909 -0.924
H: 1.080 2.103 1.732
H: 2.615 1.452 2.417
H: 1.398 0.358 1.732
C: -3.204 5.356 1.333
O: -3.308 4.070 0.725
C: -3.755 3.094 1.555
O: -4.060 3.235 2.729
O: -3.805 1.934 0.853
C: -4.262 0.811 1.605
H: -2.838 6.057 0.579
H: -4.185 5.700 1.676
H: -2.488 5.334 2.161
H: -5.285 0.975 1.959
H: -3.588 0.609 2.444
H: -4.261 -0.060 0.945
C: 1.314 -2.621 6.752
O: 0.660 -3.041 5.556
C: 1.365 -2.801 4.421
O: 2.465 -2.276 4.358
O: 0.632 -3.246 3.369
C: 1.254 -3.057 2.099
H: 0.662 -2.862 7.596
H: 2.259 -3.157 6.884
H: 1.479 -1.539 6.742
H: 2.197 -3.611 2.045
H: 1.417 -1.993 1.904
H: 0.581 -3.449 1.332

Formally, the natural (NBO) partial charges of the atoms, in units of the elementary charge, are as follows:
1. C -0.644
2. C -0.460
3. C -0.263
4. N -0.622
5. C -0.295
6. C 0.195
7. C -0.687
8. F -0.398
9. S 2.245
10. O -0.824
11. O -0.798
12. F -0.477
13. H 0.206
14. H 0.236
15. H 0.217
16. H 0.228
17. H 0.239
18. H 0.235
19. H 0.245
20. H 0.255
21. H 0.247
22. H 0.197
23. H 0.236
24. H 0.233
25. H 0.254
26. C -0.257
27. O -0.501
28. C 0.980
29. O -0.631
30. O -0.505
31. C -0.256
32. H 0.196
33. H 0.194
34. H 0.195
35. H 0.193
36. H 0.201
37. H 0.194
38. C -0.257
39. O -0.500
40. C 0.979
41. O -0.634
42. O -0.500
43. C -0.259
44. H 0.196
45. H 0.194
46. H 0.194
47. H 0.194
48. H 0.193
49. H 0.202
50. C -0.257
51. O -0.497
52. C 0.980
53. O -0.645
54. O -0.495
55. C -0.265
56. H 0.196
57. H 0.192
58. H 0.191
59. H 0.187
60. H 0.172
61. H 0.234

Short version: E_HOMO = -0.154, -0.393 Eh, in the order given.
Short version: energy relative to the best compared isomer or geometry (same formula, charge and spin) = 63.03, 116.47 kcal/mol, in the order given.